# C37H64AsO3PtSeSi2

A structure of composition C37H64AsO3PtSeSi2 (ωB97M-V with the def2-TZVPD basis set, the OMol25 dataset).

Atoms and positions in Å:
Pt -1.341 1.200 0.515
C 2.096 -2.284 -5.327
C 0.581 -2.524 -5.253
C -0.136 -1.639 -6.286
C 0.327 -3.988 -5.617
C 0.060 -2.154 -3.872
C 0.368 -0.910 -3.345
C -0.194 -0.494 -2.159
Se 0.495 1.129 -1.367
C 1.801 0.294 -0.219
C 3.097 0.244 -0.699
C 4.109 -0.312 0.055
C 3.773 -0.755 1.337
C 2.502 -0.690 1.859
C 1.423 -0.196 1.053
O 0.215 -0.216 1.470
C 2.187 -1.108 3.289
C 1.144 -2.231 3.278
C 3.428 -1.593 4.049
C 1.609 0.108 4.027
C 5.546 -0.412 -0.426
C 6.009 -1.874 -0.370
C 5.708 0.076 -1.868
C 6.430 0.461 0.474
C -1.156 -1.250 -1.429
O -1.904 -0.715 -0.546
C -1.243 -2.622 -1.839
C -0.704 -2.990 -3.063
C -1.842 -3.730 -0.969
C -0.759 -4.807 -0.781
C -3.064 -4.367 -1.646
C -2.258 -3.248 0.423
H 2.484 -2.603 -6.294
H 2.598 -2.851 -4.545
H 2.344 -1.235 -5.193
H 0.187 -1.874 -7.300
H 0.063 -0.588 -6.095
H -1.211 -1.798 -6.224
H 0.715 -4.187 -6.616
H -0.737 -4.218 -5.619
H 0.833 -4.650 -4.916
H 1.052 -0.243 -3.853
H 3.275 0.658 -1.680
H 4.567 -1.152 1.951
H 1.534 -3.109 2.768
H 0.259 -1.882 2.754
H 0.873 -2.505 4.295
H 3.852 -2.482 3.586
H 3.144 -1.846 5.069
H 4.190 -0.816 4.096
H 0.703 0.446 3.524
H 2.328 0.926 4.037
H 1.366 -0.155 5.056
H 5.354 -2.491 -0.984
H 5.979 -2.255 0.646
H 7.028 -1.966 -0.747
H 5.084 -0.504 -2.545
H 6.747 -0.039 -2.182
H 5.444 1.128 -1.958
H 6.396 0.109 1.501
H 6.068 1.487 0.456
H 7.465 0.448 0.133
H -0.886 -4.001 -3.396
H -0.504 -5.289 -1.723
H -1.100 -5.576 -0.090
H 0.147 -4.359 -0.375
H -2.809 -4.775 -2.621
H -3.852 -3.628 -1.779
H -3.454 -5.175 -1.029
H -1.444 -2.716 0.909
H -2.535 -4.105 1.043
H -3.106 -2.573 0.366
C -2.503 -0.175 4.393
Si -2.900 1.637 3.926
C -2.794 2.569 5.609
C -4.770 1.724 3.462
As -1.390 2.606 2.408
Si -2.586 4.538 1.869
C -3.249 5.480 3.409
C -1.323 5.796 1.157
C -4.136 4.463 0.718
H -3.198 -0.567 5.131
H -1.505 -0.232 4.813
H -2.524 -0.822 3.524
H -3.451 2.142 6.362
H -3.062 3.614 5.492
H -1.778 2.532 5.993
H -5.401 1.261 4.217
H -4.965 1.229 2.515
H -5.082 2.760 3.360
H -2.468 5.555 4.159
H -4.093 4.970 3.859
H -3.564 6.489 3.157
H -0.667 6.129 1.957
H -1.783 6.677 0.719
H -0.706 5.322 0.403
H -5.032 4.266 1.300
H -4.039 3.665 -0.011
H -4.305 5.391 0.174
C -2.405 4.979 -2.498
C -2.131 3.629 -1.882
C -2.926 2.466 -2.399
O -1.312 3.495 -0.998
H -3.016 4.901 -3.393
H -1.466 5.475 -2.731
H -2.923 5.590 -1.761
H -3.931 2.752 -2.703
H -2.955 1.692 -1.622
H -2.405 2.044 -3.261

Cartesian forces (eV/Å) of the 3 atoms listed first:
0.88 -2.09 -0.80
-0.18 -0.07 0.01
0.02 -0.03 -0.15

Its net charge is -1. The calculation puts the HOMO energy (spin up / spin down) at -4.413 / -4.407 eV. As for the spin multiplicity: 3. Its total energy is -190740.7443 eV. For the frontier orbital gap (spin up / spin down), the calculation gives 6.68 / 6.18 eV.

***

# C5H11N2O

The ion C5H11N2O with charge +1 (ωB97M-V with the def2-TZVPD basis set, the OMol25 dataset).

Atoms and positions in Å:
C 0.278 -1.110 -0.785
C 1.585 -1.265 0.033
C -0.391 0.087 -0.136
C -0.764 0.014 1.315
C -1.656 0.500 -0.826
N 0.593 2.311 -0.019
N 0.598 1.148 -0.012
O 2.156 -0.008 0.285
H 0.622 -0.882 -1.776
H -0.271 -2.053 -0.745
H 1.477 -1.729 0.965
H 2.194 -1.806 -0.654
H -1.334 -0.895 1.752
H -1.073 0.984 1.716
H 0.339 -0.090 1.789
H -1.751 1.610 -0.763
H -2.535 -0.029 -0.556
H -1.497 0.332 -1.893
H 1.428 2.880 0.312

Cartesian forces (eV/Å) of the 3 atoms listed first:
0.97 0.40 1.63
0.16 1.37 -0.50
-2.51 -0.62 0.09

Its net charge is +1. The calculation puts the HOMO energy (spin up / spin down) at -15.401 / -15.401 eV. The energy above the lowest of the compared OMol25 structures with the same formula, charge and spin is 159.80 kcal per mole. Its structure (SMILES) is CC(C)(CC[O-])[N+]#[NH+]. Its total energy is -10378.6759 eV. For the frontier orbital gap (spin up / spin down), the calculation gives 8.82 / 8.82 eV.

***

# C17H46Cl2N15O32S2

A structure of composition C17H46Cl2N15O32S2 (ωB97M-V with the def2-TZVPD basis set, the OMol25 dataset).

Atoms and positions in Å:
C -2.793 -0.739 -5.339
C -1.646 -1.625 -4.730
Cl -1.981 -3.414 -4.618
C -0.467 -1.041 -4.297
Cl 0.782 -2.191 -3.595
S -0.026 0.731 -4.318
O 1.153 0.960 -5.237
O -1.119 1.667 -4.704
N 0.496 1.141 -2.738
S -0.800 1.116 -1.646
O -1.448 -0.226 -1.458
O -1.838 2.193 -1.889
H -3.630 -1.398 -5.706
H -2.425 -0.093 -6.183
H -3.234 -0.058 -4.537
H -0.248 1.449 -0.403
C 3.157 4.005 -0.575
N 2.846 2.561 -0.721
O 3.541 1.913 -1.470
O 1.909 2.131 -0.074
H 4.005 4.247 -1.203
H 2.274 4.562 -0.887
H 3.388 4.186 0.473
C -0.072 -0.492 1.614
N -0.119 -1.232 2.900
O 0.855 -1.901 3.199
O -1.131 -1.111 3.560
H 0.881 -0.684 1.128
H -0.899 -0.846 0.998
H -0.180 0.566 1.848
C 4.911 0.174 -3.945
N 5.247 -1.069 -4.683
O 6.428 -1.311 -4.874
O 4.317 -1.757 -5.044
H 5.833 0.687 -3.687
H 4.296 0.789 -4.601
H 4.364 -0.113 -3.049
C 3.632 -3.050 1.547
N 4.123 -2.422 0.293
O 4.783 -1.408 0.395
O 3.824 -2.972 -0.749
H 3.969 -2.454 2.391
H 2.545 -3.070 1.500
H 4.045 -4.056 1.596
C 2.451 -5.930 -1.737
N 0.996 -6.163 -1.934
O 0.526 -7.196 -1.481
O 0.381 -5.308 -2.532
H 2.869 -6.772 -1.190
H 2.907 -5.846 -2.722
H 2.563 -5.007 -1.171
C -3.608 4.601 -1.481
N -4.794 5.493 -1.382
O -5.882 5.013 -1.634
O -4.591 6.651 -1.052
H -3.936 3.610 -1.781
H -2.938 5.027 -2.226
H -3.138 4.571 -0.500
C 8.061 4.612 -0.815
N 6.609 4.383 -1.029
O 6.133 3.358 -0.581
O 6.002 5.243 -1.641
H 8.469 3.771 -0.260
H 8.528 4.692 -1.794
H 8.167 5.536 -0.249
C -2.078 -8.667 -0.447
N -2.850 -9.087 0.752
O -3.663 -8.301 1.201
O -2.612 -10.191 1.199
H -2.393 -7.666 -0.734
H -1.024 -8.676 -0.180
H -2.291 -9.380 -1.241
C 0.491 0.140 6.171
N 1.309 0.458 7.368
O 2.514 0.567 7.226
O 0.710 0.594 8.416
H 1.141 0.052 5.304
H -0.024 -0.800 6.362
H -0.216 0.958 6.042
C -3.960 -6.815 -6.855
N -4.312 -5.406 -6.544
O -5.422 -5.193 -6.093
O -3.461 -4.569 -6.763
H -4.809 -7.450 -6.611
H -3.730 -6.869 -7.918
H -3.094 -7.079 -6.250
C -4.656 7.185 1.380
N -3.647 6.363 2.097
O -3.057 5.518 1.457
O -3.481 6.597 3.283
H -4.692 6.866 0.340
H -5.615 7.024 1.867
H -4.344 8.225 1.454
C -5.769 -5.813 0.940
N -5.284 -5.183 -0.314
O -4.624 -4.169 -0.212
O -5.585 -5.734 -1.357
H -5.429 -5.220 1.785
H -6.857 -5.835 0.898
H -5.355 -6.819 0.983
C 2.189 3.951 6.658
N 2.744 4.510 5.399
O 3.381 5.543 5.477
O 2.520 3.890 4.377
H 2.464 4.602 7.482
H 1.109 3.906 6.547
H 2.615 2.957 6.791
C -1.408 6.736 5.831
N -0.867 6.473 7.191
O -1.544 6.805 8.144
O 0.225 5.938 7.242
H -2.380 7.212 5.926
H -0.705 7.392 5.321
H -1.496 5.778 5.321

Cartesian forces (eV/Å) of the 3 atoms listed first:
-0.45 -0.45 0.42
0.66 1.67 0.07
0.70 2.41 0.16

Its net charge is -1. The calculation puts the HOMO energy at -6.101 eV. Its total energy is -152920.9576 eV. For the frontier orbital gap, the calculation gives 7.50 eV.